Below is a molecular structure, C5H20BF6NO9S2V, with properties calculated with ωB97M-V with the def2-TZVPD basis set.

Each line ends with the Löwdin charge.
Geometry (Å):
V -0.726 1.619 -1.130  1.376
B 0.213 -1.566 -0.777  -1.223
F 1.541 -1.347 -1.155  0.133
F 0.201 -2.276 0.416  0.171
F -0.360 -0.281 -0.568  0.065
F -0.509 -2.284 -1.715  0.177
N -2.286 1.412 0.054  -0.351
S -3.557 0.528 0.359  0.486
O -4.837 0.961 -0.100  -0.178
O -3.535 -0.249 1.566  -0.171
F -3.105 -0.549 -0.731  -0.157
S -2.746 2.539 1.317  0.619
O -2.280 2.198 2.622  -0.178
O -3.947 3.300 1.147  -0.169
F -1.660 3.640 0.863  -0.199
C 2.522 0.940 -2.289  -0.053
O 1.147 1.390 -2.398  -0.172
H 2.718 0.036 -2.859  0.108
H 3.135 1.679 -2.820  0.102
H 2.995 0.964 -1.312  0.104
H 1.001 1.537 -3.340  0.112
C -1.721 -0.331 -3.599  -0.019
O -1.655 0.947 -2.886  -0.178
H -0.761 -0.685 -3.965  0.109
H -2.184 -1.101 -2.985  0.092
H -2.419 -0.269 -4.435  0.114
H -2.174 1.516 -3.474  0.138
C -0.784 -1.814 3.429  -0.143
O 0.429 -2.391 2.965  -0.146
H -1.580 -2.095 2.739  0.075
H -0.979 -2.109 4.457  0.082
H -0.638 -0.726 3.431  0.058
H 0.413 -2.497 1.999  0.025
C 3.802 -2.281 1.458  -0.165
O 3.809 -1.873 0.108  -0.127
H 3.146 -1.590 2.005  0.063
H 3.368 -3.259 1.691  0.084
H 4.786 -2.292 1.921  0.080
H 2.916 -2.007 -0.236  0.034
C 1.184 1.470 1.519  -0.020
O 0.457 2.302 0.588  -0.190
H 1.199 0.457 1.121  0.087
H 2.229 1.763 1.614  0.113
H 0.686 1.460 2.487  0.108
H 0.545 3.214 0.897  0.125

Expectation value of S²: 2.031
Kohn-Sham gap (alpha / beta), eV: 3.3587 / 4.7834
2S+1: 3
Net charge: +1
HOMO level (alpha / beta), eV: -11.66 / -11.66
DFT total energy, eV: -89760.4318